# 1
{"formula": "C13H18Si", "method": "the ωB97M-V functional and the def2-TZVPD basis", "s2": 2.042, "de_lowest_kj_mol": 214.8, "homo_ev": [-5.5, -9.3], "largest_force_ev_per_a": 4.738, "multiplicity": 3, "energy_ha": -795.393441, "homo_lumo_gap_ev": [6.37, 8.21], "e_lumo_ev": [0.860, -1.099], "symbols": ["C", "C", "C", "C", "C", "C", "C", "C", "C", "C", "C", "C", "C", "Si", "H", "H", "H", "H", "H", "H", "H", "H", "H", "H", "H", "H", "H", "H", "H", "H", "H", "H"], "positions_angstrom": [[-0.694, -2.006, -3.142], [-1.337, -0.733, -2.874], [0.561, -2.222, -2.691], [-0.782, 0.206, -2.100], [1.085, -1.265, -1.798], [0.465, -0.092, -1.514], [1.242, 2.073, -0.195], [0.943, 3.381, -0.049], [2.470, 1.208, -0.362], [1.080, 0.753, -0.572], [0.411, 0.656, 3.292], [-0.584, -2.225, 1.738], [-2.215, 0.574, 1.749], [-0.523, -0.326, 1.945], [-1.368, -2.701, -3.782], [-2.343, -0.714, -3.393], [0.938, -3.177, -3.004], [-1.247, 1.076, -1.944], [2.115, -1.486, -1.374], [-0.099, 3.537, -0.010], [1.612, 4.178, 0.052], [3.170, 1.211, -1.139], [3.095, 0.751, 0.556], [1.090, 0.052, 3.751], [0.756, 1.559, 2.925], [-0.245, 0.998, 3.951], [-1.441, -2.510, 1.049], [0.388, -2.534, 1.219], [-0.781, -2.706, 2.703], [-2.203, 1.630, 2.203], [-2.580, 0.796, 0.668], [-2.981, 0.057, 2.143]], "atomic_forces_ev_per_a": [[-3.2, 1.3, -1.3], [-1.6, -3.1, -2.1], [-0.6, -0.1, 0.4], [1.6, -2.5, -0.1], [2.9, -2.6, -0.6], [-0.8, 0.7, 0.7], [1.9, 0.3, -0.4], [-1.2, -2.3, -0.1], [0.6, -2.0, 3.6], [0.8, 1.6, -0.5], [-0.7, -2.0, -3.1], [0.0, 0.1, -0.8], [2.1, 3.3, -2.7], [-0.6, 1.0, -0.9], [1.8, 0.9, 1.1], [1.2, 0.8, 0.9], [1.1, -0.1, 0.5], [-1.6, 3.3, 0.8], [-1.4, 0.5, -0.4], [-1.1, 0.9, 0.0], [1.0, 0.7, 0.2], [0.6, 0.5, -1.7], [-1.7, 1.2, -1.4], [2.3, -1.3, 1.3], [1.5, 1.5, -1.3], [-3.2, 0.9, 3.3], [1.0, 0.5, 0.7], [-1.4, 0.1, 1.0], [0.4, -0.3, -0.2], [0.2, -1.6, -0.3], [1.0, -0.6, 1.5], [-2.8, -1.9, 1.8]], "mulliken_spin": [0.124, -0.061, -0.060, 0.104, 0.150, 0.004, -0.150, 0.354, 0.066, 0.422, 0.055, 0.061, 0.031, 0.777, 0.002, -0.001, -0.001, 0.014, 0.006, 0.015, 0.001, 0.005, 0.030, 0.000, -0.005, 0.016, -0.002, -0.002, 0.025, -0.005, 0.008, 0.017]}

=====

# 2
{"formula": "C13H19Al2Be2ClF7NO8S2", "method": "the ωB97M-V functional and the def2-TZVPD basis", "de_lowest_kj_mol": 247.2, "homo_ev": -12.9, "largest_force_ev_per_a": 11.131, "energy_ha": -3632.225300, "homo_lumo_gap_ev": 1.27, "charge": 2, "e_lumo_ev": -11.677, "symbols": ["O", "S", "O", "O", "S", "H", "C", "C", "O", "C", "O", "O", "F", "H", "H", "H", "C", "C", "O", "N", "C", "H", "H", "H", "H", "H", "H", "H", "F", "C", "C", "C", "C", "C", "C", "H", "H", "H", "H", "H", "Be", "F", "C", "O", "H", "H", "H", "Be", "Cl", "Al", "F", "Al", "F", "F", "F"], "positions_angstrom": [[-2.152, -1.067, -1.588], [-1.653, -2.350, -2.295], [-2.172, -2.346, -3.760], [-2.424, -3.682, -1.503], [0.421, -2.683, -2.127], [1.173, -1.524, -2.447], [-0.736, 3.175, 0.196], [-0.221, 2.198, 1.196], [-0.139, 0.993, 0.469], [0.090, 1.372, -0.820], [0.489, 0.621, -1.694], [-0.176, 2.700, -1.012], [-1.107, 2.027, 2.204], [-1.828, 3.165, 0.117], [-0.408, 4.197, 0.405], [0.763, 2.449, 1.604], [4.971, 0.698, -2.242], [3.648, 0.237, -2.790], [2.807, -0.318, -2.087], [3.391, 0.450, -4.113], [4.239, 1.077, -5.099], [5.027, 0.458, -1.177], [5.788, 0.184, -2.756], [5.068, 1.780, -2.359], [2.481, 0.112, -4.405], [3.704, 1.939, -5.505], [4.419, 0.355, -5.899], [5.192, 1.404, -4.681], [-0.106, 1.991, 6.616], [-0.799, 0.867, 6.393], [-1.249, 0.115, 7.473], [-1.975, -1.053, 7.241], [-2.233, -1.463, 5.931], [-1.773, -0.705, 4.853], [-1.057, 0.469, 5.085], [-1.032, 0.445, 8.483], [-2.338, -1.644, 8.079], [-2.795, -2.377, 5.751], [-1.971, -1.028, 3.834], [-0.699, 1.076, 4.260], [1.388, -4.956, -1.980], [1.409, -5.820, 0.631], [-2.679, 5.227, 2.004], [-2.100, 5.436, 0.831], [-3.485, 4.474, 2.042], [-2.037, 4.880, 2.831], [-3.180, 6.086, 2.481], [-0.127, -7.181, 0.483], [-1.933, -3.032, 9.309], [0.309, -9.251, -0.729], [-2.789, -0.406, -7.384], [-2.039, -2.035, -7.547], [-1.740, -2.388, -9.287], [-3.150, -3.278, -6.864], [-0.477, -2.069, -6.651]], "atomic_forces_ev_per_a": [[3.2, -3.9, -1.6], [-11.1, -0.3, -0.7], [3.1, -0.3, 4.7], [4.3, 4.4, -2.7], [2.1, -1.2, 0.7], [0.0, -0.2, 0.1], [-0.3, 0.9, -0.4], [0.2, -0.4, 0.1], [0.3, 0.6, -0.2], [0.9, -1.9, -3.1], [-1.5, 2.0, 2.4], [0.3, -1.0, 0.2], [-0.3, -0.1, 0.8], [0.1, -0.3, 0.1], [0.2, -0.1, -0.2], [-0.2, -0.1, 0.2], [0.0, 0.0, 0.3], [-0.2, 0.2, -1.3], [-0.1, -0.9, 0.3], [0.1, -0.4, 1.4], [-0.2, 0.0, -0.4], [-0.1, 0.0, -0.3], [0.0, 0.2, 0.0], [0.2, -0.1, -0.1], [0.1, 0.2, -0.1], [0.3, 0.0, -0.1], [0.2, 0.2, -0.1], [-0.2, -0.1, 0.0], [-0.7, -0.8, -0.3], [-0.1, 0.2, 1.9], [1.1, 0.2, 0.4], [1.1, 1.3, -0.2], [0.1, -1.1, -1.5], [-0.5, 0.2, 0.3], [-0.3, -0.5, -1.0], [0.1, 0.0, -0.1], [-1.5, -0.2, 1.2], [0.3, 0.1, 0.0], [0.0, 0.1, 0.2], [0.1, -0.1, 0.1], [-1.3, 1.9, 1.3], [-2.4, -1.7, -1.6], [0.3, -2.5, -0.3], [-0.7, 0.4, 1.3], [-0.7, 0.3, -0.9], [1.0, 0.9, 0.1], [-0.1, 1.1, -0.1], [2.4, 3.2, 0.3], [0.3, 0.7, -0.9], [0.1, -1.1, -0.5], [0.9, -2.0, -0.1], [0.0, 0.1, -0.3], [-0.4, 0.4, 2.3], [1.4, 1.4, -0.7], [-1.7, 0.0, -0.9]], "lowdin_charge": [-0.317, 0.448, -0.283, -0.407, 0.566, -0.065, -0.084, -0.315, 0.146, -0.467, 0.116, 0.112, 0.058, 0.149, 0.139, 0.184, 0.001, -0.513, -0.036, 0.027, -0.058, 0.087, 0.094, 0.094, 0.152, 0.096, 0.095, 0.082, 0.131, -0.209, 0.056, -0.061, 0.017, 0.000, 0.090, 0.149, -0.081, 0.139, 0.135, 0.121, 0.859, -0.583, -0.146, 0.104, 0.123, 0.123, 0.183, 0.413, 0.373, 0.711, -0.209, 0.159, -0.213, -0.211, -0.273]}

=====

# 3
{"formula": "C13H19Br34N2", "method": "the ωB97M-V functional and the def2-TZVPD basis", "de_lowest_kj_mol": 152.9, "homo_ev": -11.1, "largest_force_ev_per_a": 2.910, "energy_ha": -88132.288793, "homo_lumo_gap_ev": 6.92, "charge": 1, "e_lumo_ev": -4.218, "symbols": ["N", "C", "C", "N", "Br", "H", "H", "H", "H", "H", "H", "H", "H", "C", "Br", "Br", "Br", "H", "C", "Br", "Br", "Br", "H", "C", "Br", "Br", "Br", "H", "C", "Br", "Br", "Br", "H", "C", "Br", "Br", "Br", "H", "C", "Br", "Br", "Br", "H", "C", "Br", "Br", "Br", "H", "C", "Br", "Br", "Br", "H", "C", "Br", "Br", "Br", "H", "C", "Br", "Br", "Br", "H", "C", "Br", "Br", "Br", "H"], "positions_angstrom": [[-6.092, 0.738, -2.304], [-4.754, 1.411, -2.091], [-3.447, 0.439, -2.309], [-3.025, -0.301, -1.023], [-3.499, -2.115, -1.062], [-6.075, 0.029, -3.072], [-6.506, 0.362, -1.421], [-4.672, 2.261, -2.926], [-4.646, 1.914, -1.015], [-3.516, -0.278, -3.236], [-2.532, 1.170, -2.540], [-1.976, -0.204, -0.878], [-3.510, 0.133, -0.195], [-4.926, 4.645, 1.504], [-5.108, 2.717, 1.312], [-5.051, 5.558, -0.209], [-6.185, 5.365, 2.802], [-3.921, 4.833, 1.895], [-8.265, 0.683, -6.066], [-7.475, -0.953, -5.371], [-10.107, 0.903, -5.480], [-7.181, 2.244, -5.649], [-8.285, 0.590, -7.157], [1.497, -0.649, -2.088], [0.726, 0.538, -0.753], [3.219, -1.354, -1.521], [0.265, -2.067, -2.593], [1.678, -0.048, -2.985], [6.229, -1.612, 1.421], [6.520, -1.957, -0.471], [6.117, -3.260, 2.449], [7.561, -0.394, 2.148], [5.258, -1.113, 1.510], [5.204, -0.710, 5.599], [3.822, -1.035, 4.269], [4.806, 0.851, 6.690], [5.547, -2.286, 6.687], [6.127, -0.491, 5.053], [4.726, 3.643, 3.397], [3.955, 4.830, 4.731], [6.448, 2.938, 3.964], [3.494, 2.225, 2.892], [4.907, 4.244, 2.500], [-4.903, -5.848, -2.251], [-5.568, -4.431, -3.407], [-5.407, -7.610, -2.903], [-2.985, -5.705, -1.960], [-5.385, -5.718, -1.277], [9.389, -4.261, 5.215], [9.217, -2.670, 4.109], [8.667, -5.838, 4.333], [11.222, -4.538, 5.805], [8.786, -4.093, 6.113], [-2.715, -0.570, -6.489], [-0.946, 0.068, -5.990], [-3.010, -2.405, -5.915], [-4.118, 0.620, -5.858], [-2.759, -0.566, -7.583], [14.019, -1.953, 4.635], [14.612, -2.137, 6.478], [14.334, -0.160, 3.948], [14.797, -3.315, 3.485], [12.935, -2.111, 4.630], [-9.424, 5.770, -0.215], [-8.752, 6.820, -1.708], [-11.098, 6.481, 0.476], [-9.571, 3.883, -0.665], [-8.687, 5.850, 0.590]], "atomic_forces_ev_per_a": [[1.2, -0.1, 1.0], [0.3, -0.1, -0.7], [0.8, 2.3, -1.6], [0.2, 1.1, 0.1], [0.1, -0.5, 0.1], [0.0, 0.9, 1.1], [0.6, 0.3, -1.3], [0.1, -1.8, 1.9], [-0.5, -1.1, -2.6], [0.0, 1.1, 2.2], [-1.9, -1.6, 0.5], [-1.2, -0.3, -0.2], [0.6, -0.4, -0.9], [0.2, 0.5, 0.1], [-0.1, 0.3, 0.3], [-0.1, -0.3, 0.4], [0.3, -0.3, -0.5], [-0.5, -0.1, -0.2], [-0.2, 0.1, -0.2], [-0.2, 0.2, -0.1], [0.6, -0.1, -0.1], [-0.3, -0.3, 0.0], [0.0, 0.0, 0.5], [0.4, -0.2, -0.3], [0.0, -0.2, -0.1], [-0.6, 0.3, -0.1], [0.1, 0.4, 0.2], [-0.1, -0.2, 0.4], [-0.3, -0.1, 0.2], [0.0, 0.1, 0.4], [0.0, 0.4, -0.5], [-0.4, -0.2, -0.3], [0.4, -0.2, 0.0], [0.3, 0.1, 0.0], [0.2, -0.1, 0.5], [0.0, -0.5, -0.3], [-0.1, 0.4, -0.3], [-0.4, -0.1, 0.2], [0.1, 0.2, -0.2], [0.2, -0.4, -0.3], [-0.4, 0.2, -0.2], [0.3, 0.4, 0.1], [-0.1, -0.3, 0.4], [-0.3, -0.3, 0.2], [0.2, -0.3, 0.2], [0.2, 0.6, 0.2], [-0.4, 0.1, -0.1], [0.2, -0.1, -0.4], [-0.1, 0.0, 0.2], [0.3, -0.5, 0.4], [0.2, 0.4, 0.2], [-0.4, 0.1, -0.2], [0.3, -0.1, -0.4], [0.1, 0.0, -0.2], [-0.4, -0.1, 0.0], [0.0, 0.5, 0.0], [0.4, -0.3, -0.2], [0.0, 0.0, 0.5], [-0.2, 0.0, 0.0], [-0.1, 0.0, -0.5], [0.0, -0.5, 0.2], [-0.2, 0.4, 0.3], [0.5, 0.0, 0.0], [0.1, 0.1, 0.2], [-0.2, -0.3, 0.3], [0.5, -0.2, -0.2], [0.0, 0.4, 0.1], [-0.3, 0.0, -0.4]], "lowdin_charge": [-0.017, -0.259, -0.229, -0.388, 0.785, 0.008, 0.080, 0.130, 0.016, 0.075, 0.148, 0.047, 0.113, -1.573, 0.593, 0.572, 0.599, -0.020, -1.567, 0.543, 0.588, 0.537, -0.016, -1.573, 0.580, 0.580, 0.544, -0.019, -1.570, 0.553, 0.527, 0.536, -0.056, -1.574, 0.516, 0.558, 0.569, -0.051, -1.579, 0.567, 0.540, 0.510, -0.022, -1.599, 0.519, 0.598, 0.546, -0.020, -1.577, 0.505, 0.561, 0.579, -0.029, -1.562, 0.556, 0.555, 0.553, -0.016, -1.621, 0.544, 0.551, 0.548, -0.066, -1.611, 0.540, 0.570, 0.534, -0.058]}

=====

# 4
{"formula": "C13H19Br4F3NO4S", "method": "the ωB97M-V functional and the def2-TZVPD basis", "s2": 0.754, "homo_ev": [-9.3, -9.3], "largest_force_ev_per_a": 7.819, "multiplicity": 2, "energy_ha": -11856.011523, "homo_lumo_gap_ev": [8.54, 8.34], "e_lumo_ev": [-0.742, -0.935], "symbols": ["C", "C", "C", "C", "C", "C", "C", "O", "Br", "S", "O", "O", "C", "F", "F", "F", "C", "C", "C", "C", "N", "O", "H", "H", "H", "H", "H", "H", "H", "H", "H", "H", "H", "H", "H", "H", "H", "H", "H", "H", "C", "Br", "Br", "Br", "H"], "positions_angstrom": [[1.510, -2.769, 0.439], [0.969, -1.544, -0.480], [1.415, -1.910, -1.969], [1.778, -0.246, 0.078], [0.974, 1.126, -0.150], [0.746, 1.795, 1.316], [-0.238, 1.115, 2.371], [-1.306, 1.753, 2.647], [0.083, -0.584, 3.365], [2.079, 2.388, -1.015], [3.064, 2.983, -0.033], [1.194, 3.536, -1.459], [3.057, 1.675, -2.427], [4.260, 1.049, -2.034], [3.480, 2.779, -3.202], [2.315, 0.879, -3.314], [-0.321, 1.000, -1.088], [-1.164, -0.347, -0.979], [-2.484, 0.010, -0.120], [-1.740, -0.753, -2.439], [-0.498, -1.473, -0.255], [-1.119, -2.566, -0.633], [2.587, -2.944, 0.071], [0.959, -3.739, 0.238], [1.600, -2.492, 1.533], [2.562, -1.859, -1.986], [1.007, -1.230, -2.776], [1.111, -2.982, -2.186], [2.065, -0.381, 1.180], [2.781, -0.293, -0.484], [0.432, 2.878, 1.135], [1.772, 1.848, 1.824], [0.069, 1.045, -2.170], [-0.927, 1.956, -0.955], [-3.447, -0.253, -0.654], [-2.457, -0.617, 0.825], [-2.546, 1.114, 0.150], [-1.795, 0.193, -3.074], [-2.773, -1.238, -2.371], [-1.085, -1.499, -2.986], [-3.945, 0.201, 4.889], [-2.764, 0.114, 3.352], [-5.712, 0.842, 4.406], [-4.029, -1.490, 5.840], [-3.520, 0.930, 5.576]], "atomic_forces_ev_per_a": [[1.2, 0.3, -1.1], [2.3, -1.4, 1.7], [0.2, 0.0, 0.2], [-0.1, -0.7, -0.8], [0.1, -1.4, 0.8], [1.1, 0.3, -0.2], [-4.3, 3.9, -0.2], [7.2, -1.4, -2.2], [1.6, 0.9, -1.0], [-1.0, 6.6, 4.0], [-1.4, -3.0, -2.5], [1.7, -3.9, -0.3], [2.6, 0.2, -3.6], [-3.3, 0.9, -0.7], [-1.1, -2.2, 2.0], [1.6, 1.3, 2.4], [1.4, 0.1, -0.8], [-2.8, 2.0, 0.2], [-0.1, -0.2, 0.5], [0.4, -0.2, -0.2], [-0.1, -0.2, -3.3], [0.8, 0.6, 1.4], [-1.5, 0.2, 0.6], [0.4, 1.4, 0.4], [-0.5, -0.4, -1.3], [-1.7, -0.1, -0.1], [0.5, -0.7, 1.1], [0.3, 1.4, 0.2], [-0.7, 0.3, -1.6], [-1.4, 0.3, 0.8], [-0.1, -1.6, 0.6], [-1.3, -0.2, -0.8], [-0.5, 0.0, 1.5], [0.6, -1.5, -0.1], [1.2, 0.3, 0.6], [-0.1, 0.9, -1.1], [0.2, -1.5, -0.2], [-0.1, -1.2, 0.9], [1.6, 0.8, 0.0], [-0.6, 1.0, 0.7], [-0.1, -0.3, -0.3], [-4.1, -1.4, 2.0], [0.2, -0.1, 0.1], [0.0, 0.2, -0.1], [-0.1, -0.2, -0.2]], "mulliken_spin": [0.007, 0.033, 0.026, -0.008, 0.007, -0.008, 0.006, -0.002, 0.002, -0.001, 0.000, 0.000, 0.000, 0.000, 0.000, 0.000, 0.007, 0.026, 0.018, 0.006, 0.269, 0.614, -0.001, 0.002, -0.002, 0.000, -0.002, 0.000, 0.000, -0.001, 0.000, 0.000, -0.001, 0.004, -0.004, -0.001, 0.001, 0.001, -0.004, 0.002, 0.000, 0.001, 0.000, 0.000, 0.000]}